{
  "formula": "C6H9BN2O2",
  "method": "ωB97M-V/def2-TZVPD",
  "symbols": ["O", "B", "C", "C", "N", "N", "C", "C", "C", "C", "O", "H", "H", "H", "H", "H", "H", "H", "H", "H"],
  "positions_angstrom": [[-0.117, -1.966, 2.176], [0.400, -1.191, 1.233], [1.184, 0.183, 1.975], [0.876, 1.407, 0.976], [0.320, 1.013, -0.338], [0.007, 2.082, -1.153], [-0.561, 1.677, -2.248], [-0.683, 0.303, -2.214], [-0.111, -0.078, -1.042], [-0.236, -1.481, -0.423], [-1.568, -1.933, -0.360], [-0.790, -2.714, 2.057], [2.221, -0.104, 2.032], [0.704, 0.388, 2.877], [0.132, 1.829, 1.584], [1.773, 2.119, 0.931], [-0.705, 2.404, -3.103], [-1.034, -0.380, -2.972], [0.337, -2.121, -1.133], [-2.150, -1.438, -0.855]],
  "de_lowest_kj_mol": 242.95,
  "homo_ha": -0.3334,
  "gap_ev": 9.626,
  "lumo_energy_ha": 0.02035,
  "smiles": "OB1CCn2nccc2[C@@H]1O"
}

{
  "formula": "C4H11NS2",
  "method": "ωB97M-V/def2-TZVPD",
  "symbols": ["N", "C", "C", "S", "S", "C", "C", "H", "H", "H", "H", "H", "H", "H", "H", "H", "H", "H"],
  "positions_angstrom": [[0.015, -1.611, -2.520], [-0.242, -0.505, -1.637], [0.992, 0.337, -1.473], [2.274, -0.298, -0.521], [-1.645, 1.072, 0.406], [-1.017, 1.073, 2.093], [0.171, 0.163, 2.286], [0.915, -2.023, -2.322], [-0.703, -2.304, -2.610], [-1.000, 0.095, -2.058], [-0.512, -0.771, -0.603], [1.315, 0.902, -2.335], [0.590, 1.215, -0.835], [-0.777, 2.085, 2.329], [-1.837, 0.798, 2.747], [0.960, 0.356, 1.557], [-0.054, -0.881, 2.202], [0.555, 0.298, 3.293]],
  "de_lowest_kj_mol": 481.09,
  "homo_ha": -0.2955,
  "gap_ev": 4.325,
  "lumo_energy_ha": -0.13653
}

{
  "formula": "C6H9Cl2HoO3PYb",
  "method": "ωB97M-V/def2-TZVPD",
  "symbols": ["Ho", "Yb", "Cl", "Cl", "C", "C", "C", "O", "O", "O", "C", "P", "C", "C", "H", "H", "H", "H", "H", "H", "H", "H", "H"],
  "positions_angstrom": [[-2.276, -0.988, -3.483], [-0.457, -0.784, -0.391], [0.135, -0.464, -2.813], [-2.981, -1.031, -1.085], [-1.265, 1.270, 0.602], [-2.580, -2.126, -5.644], [-4.218, -1.797, -4.718], [-1.654, 2.247, 1.077], [-2.575, -2.538, -6.745], [-5.266, -2.108, -5.146], [2.905, -0.472, 1.894], [1.321, 0.322, 1.478], [0.511, 0.279, 3.113], [1.840, 2.068, 1.422], [2.734, -1.510, 2.204], [3.393, 0.082, 2.702], [3.549, -0.470, 1.008], [1.116, 0.817, 3.859], [-0.498, 0.714, 3.058], [0.408, -0.771, 3.424], [2.386, 2.342, 2.335], [2.504, 2.194, 0.556], [0.972, 2.726, 1.294]],
  "de_lowest_kj_mol": 14.26,
  "spin_multiplicity": 6,
  "homo_ha": [-0.8752, -0.8703],
  "gap_ev": [7.218, 6.195],
  "s2": 8.76,
  "total_charge": 4,
  "lumo_energy_ha": [-0.60991, -0.64263]
}

{
  "formula": "C18H42NO9P4",
  "method": "ωB97M-V/def2-TZVPD",
  "symbols": ["C", "P", "O", "P", "C", "C", "C", "C", "C", "N", "H", "H", "H", "H", "H", "H", "H", "H", "H", "H", "H", "H", "O", "P", "O", "C", "C", "O", "C", "C", "O", "C", "C", "H", "H", "H", "H", "H", "H", "H", "H", "H", "H", "H", "H", "H", "H", "H", "O", "P", "O", "C", "C", "O", "C", "C", "O", "C", "C", "H", "H", "H", "H", "H", "H", "H", "H", "H", "H", "H", "H", "H", "H", "H"],
  "positions_angstrom": [[-1.277, 2.882, 5.787], [-1.786, 1.663, 4.469], [-1.043, 0.171, 4.763], [-4.012, 1.445, 4.788], [-5.930, 1.404, 4.971], [-6.446, 1.615, 6.247], [-7.829, 1.607, 6.404], [-8.558, 1.392, 5.241], [-7.964, 1.211, 4.010], [-6.633, 1.194, 3.864], [-1.156, 2.403, 6.764], [-2.078, 3.622, 5.853], [-0.376, 3.395, 5.452], [-1.295, -0.170, 5.633], [-4.067, 0.373, 3.795], [-3.837, 0.415, 5.859], [-3.986, 2.489, 5.839], [-4.191, 2.448, 3.717], [-5.804, 1.786, 7.102], [-8.304, 1.738, 7.369], [-9.644, 1.374, 5.298], [-8.568, 1.068, 3.119], [-3.186, -1.029, -0.379], [-1.780, -1.357, -0.737], [-0.977, -0.503, 0.393], [-1.027, -0.923, 1.770], [-0.104, -2.104, 2.020], [-1.529, -0.375, -2.034], [-2.620, 0.047, -2.849], [-3.069, 1.441, -2.466], [-0.370, -2.157, -1.070], [-0.413, -3.267, -1.998], [-0.408, -2.821, -3.452], [-2.054, -1.161, 2.055], [-0.706, -0.080, 2.374], [-0.459, -3.001, 1.503], [-0.052, -2.321, 3.087], [0.899, -1.893, 1.648], [-3.447, -0.662, -2.796], [-2.263, 0.046, -3.884], [-3.274, 1.514, -1.399], [-3.968, 1.723, -3.017], [-2.284, 2.166, -2.690], [-1.285, -3.893, -1.793], [0.477, -3.864, -1.799], [-1.391, -2.462, -3.757], [-0.146, -3.657, -4.103], [0.302, -2.012, -3.607], [5.116, 1.496, -2.359], [5.497, 0.408, -3.290], [5.170, 0.958, -4.782], [5.957, 2.018, -5.323], [7.309, 1.530, -5.818], [4.257, -0.639, -3.109], [3.422, -0.612, -1.942], [2.132, 0.132, -2.206], [6.481, -0.791, -3.801], [7.204, -1.567, -2.815], [6.350, -2.668, -2.210], [6.078, 2.810, -4.578], [5.389, 2.432, -6.156], [7.935, 1.201, -4.986], [7.834, 2.327, -6.346], [7.187, 0.679, -6.487], [3.956, -0.186, -1.092], [3.198, -1.652, -1.691], [2.315, 1.124, -2.619], [1.551, 0.235, -1.288], [1.528, -0.405, -2.935], [7.601, -0.911, -2.037], [8.052, -2.008, -3.338], [5.660, -2.268, -1.468], [6.982, -3.403, -1.710], [5.759, -3.165, -2.977]],
  "homo_ha": -0.1152,
  "gap_ev": 4.802,
  "total_charge": -1,
  "lumo_energy_ha": 0.06129
}

{
  "formula": "C36H33AuN4O5STe",
  "method": "ωB97M-V/def2-TZVPD",
  "symbols": ["Au", "O", "C", "C", "C", "C", "C", "C", "C", "O", "N", "O", "O", "H", "H", "H", "H", "C", "C", "C", "C", "C", "C", "Te", "N", "C", "O", "C", "C", "C", "C", "C", "C", "C", "C", "C", "C", "C", "C", "C", "C", "C", "C", "H", "H", "H", "H", "H", "H", "H", "H", "H", "H", "H", "H", "H", "H", "H", "H", "H", "H", "H", "H", "H", "H", "H", "N", "C", "S", "C", "C", "C", "N", "C", "C", "H", "H", "H", "H", "H", "H"],
  "positions_angstrom": [[-1.162, -1.772, 1.255], [-2.993, -2.818, 1.451], [-3.974, -2.504, 0.766], [-4.179, -1.304, 0.021], [-5.341, -1.244, -0.768], [-5.642, -0.104, -1.452], [-4.834, 1.034, -1.351], [-3.704, 1.002, -0.580], [-3.319, -0.170, 0.112], [-2.224, -0.117, 0.816], [-6.842, -0.065, -2.291], [-7.507, -1.077, -2.365], [-7.087, 0.977, -2.863], [-4.794, -3.231, 0.740], [-6.004, -2.097, -0.838], [-5.119, 1.927, -1.889], [-3.073, 1.874, -0.480], [2.292, 6.238, -3.660], [2.171, 4.918, -2.956], [3.296, 4.236, -2.506], [3.202, 3.014, -1.856], [4.464, 2.341, -1.374], [1.926, 2.451, -1.676], [1.878, 0.526, -0.841], [0.640, -1.217, 0.695], [1.131, -2.379, 1.022], [0.203, -3.207, 1.510], [2.521, -2.830, 0.892], [3.567, -1.951, 1.164], [4.878, -2.381, 1.030], [5.139, -3.684, 0.627], [4.095, -4.564, 0.372], [2.783, -4.143, 0.510], [0.725, -0.391, -2.350], [-0.620, -0.667, -2.135], [-1.369, -1.266, -3.132], [-0.765, -1.592, -4.338], [0.576, -1.313, -4.543], [1.352, -0.704, -3.558], [2.801, -0.392, -3.817], [0.771, 3.144, -2.068], [-0.620, 2.634, -1.789], [0.919, 4.361, -2.714], [3.333, 6.537, -3.769], [1.769, 7.019, -3.107], [1.845, 6.187, -4.653], [4.277, 4.670, -2.663], [5.327, 2.971, -1.578], [4.636, 1.382, -1.869], [4.439, 2.160, -0.297], [3.349, -0.952, 1.518], [5.694, -1.708, 1.257], [6.163, -4.020, 0.525], [4.305, -5.580, 0.068], [1.959, -4.819, 0.322], [-1.084, -0.399, -1.197], [-2.420, -1.472, -2.968], [-1.340, -2.064, -5.124], [1.040, -1.570, -5.487], [3.114, -0.790, -4.781], [3.449, -0.831, -3.054], [2.973, 0.687, -3.831], [-0.644, 1.957, -0.933], [-1.031, 2.104, -2.650], [-1.285, 3.470, -1.565], [0.029, 4.902, -3.021], [-2.263, -0.175, 8.704], [-1.119, -0.576, 8.133], [0.241, -0.829, 9.021], [-1.154, -0.770, 6.647], [-2.219, -0.351, 5.854], [-2.168, -0.563, 4.485], [-1.147, -1.156, 3.878], [-0.127, -1.562, 4.635], [-0.085, -1.386, 6.005], [-2.276, -0.039, 9.701], [-3.123, -0.074, 8.197], [-3.087, 0.158, 6.249], [-2.982, -0.229, 3.849], [0.690, -2.054, 4.120], [0.762, -1.724, 6.584]],
  "de_lowest_kj_mol": 136.31,
  "spin_multiplicity": 2,
  "homo_ha": [-0.3820, -0.3820],
  "gap_ev": [6.815, 5.151],
  "s2": 0.76,
  "total_charge": 1,
  "lumo_energy_ha": [-0.13156, -0.19270]
}

Which formula does entry 4 have? C18H42NO9P4